1.
The following is a DFT calculation (wB97M-V/def2-TZVPD) of a molecular structure, C6H15NO at a distorted geometry.

For the HOMO-LUMO gap (alpha / beta), the calculation gives 6.04 / 6.04 eV. As for the electronic energy: -9998.282 eV. The energy above the lowest of the compared OMol25 structures with the same formula, charge and spin comes out at 126.3 kcal per mole. The total charge is 0.

Structure (XYZ):
```
23
C6H15NO (wB97M-V/def2-TZVPD)
C -0.85 -0.52 -1.74
C -1.60 0.69 -2.10
N -1.29 -1.39 -0.86
H -2.21 -1.20 -0.48
H -0.58 -1.62 -0.04
H 0.14 -0.68 -2.13
H 0.38 0.51 -0.33
H -2.64 0.48 -2.38
H -1.13 1.27 -2.88
H -1.65 1.31 -1.16
C 1.67 -1.70 0.59
C 1.50 1.26 1.40
C 0.26 0.66 0.77
C -0.98 1.10 1.20
O 0.44 -1.18 1.05
H 1.99 -1.23 -0.36
H 2.47 -1.54 1.32
H 1.58 -2.78 0.41
H 1.52 1.05 2.46
H 2.41 0.88 0.95
H 1.49 2.34 1.25
H -1.88 0.56 0.96
H -1.05 1.72 2.08
```



2.
The following is a DFT calculation (wB97M-V/def2-TZVPD) of a single C6H15NO molecule at a distorted geometry.

For the HOMO-LUMO gap, the calculation gives 10.02 eV. As for the electronic energy: -10002.310 eV. The energy above the lowest of the compared OMol25 structures with the same formula, charge and spin comes out at 33.4 kcal per mole. The SMILES is CCN[C@@H](C)CCO. The total charge is 0.

Structure (XYZ):
```
23
C6H15NO (wB97M-V/def2-TZVPD)
C -0.80 0.97 -1.32
N -0.11 -0.32 -1.36
C -0.20 -0.98 -0.03
C 0.86 -0.35 0.91
C 0.18 0.37 2.05
O 1.11 1.05 2.91
C 0.02 -2.50 -0.23
C -0.91 1.61 -2.69
H -1.77 0.90 -0.82
H -0.19 1.58 -0.63
H -0.62 -0.93 -2.00
H -1.21 -0.81 0.34
H 1.50 -1.15 1.27
H 1.53 0.28 0.33
H -0.33 -0.34 2.70
H -0.55 1.08 1.66
H 1.34 1.89 2.49
H 0.41 -2.90 0.68
H -0.94 -2.98 -0.41
H 0.68 -2.63 -1.09
H 0.00 2.12 -2.97
H -1.74 2.31 -2.70
H -1.18 0.81 -3.38
```



3.
The following is a DFT calculation (wB97M-V/def2-TZVPD) of a single C6H15NO molecule at a distorted geometry.

For the HOMO-LUMO gap, the calculation gives 9.17 eV. As for the electronic energy: -9999.551 eV. The energy above the lowest of the compared OMol25 structures with the same formula, charge and spin comes out at 97.0 kcal per mole. The SMILES is CCN[C@@H](C)CCO. The total charge is 0.

Structure (XYZ):
```
23
C6H15NO (wB97M-V/def2-TZVPD)
C 1.65 -1.09 -0.65
N 0.45 -0.25 -0.83
C -0.24 0.15 0.40
C -1.72 0.68 -0.02
C -2.55 -0.65 -0.06
O -3.90 -0.29 0.02
C 0.59 1.31 1.14
C 2.96 -0.30 -0.70
H 1.52 -1.63 0.34
H 1.50 -1.81 -1.37
H 0.51 0.55 -1.49
H -0.35 -0.70 1.02
H -2.10 1.56 0.55
H -1.62 1.01 -1.14
H -2.42 -1.11 0.99
H -1.95 -1.14 -1.03
H -4.28 -0.84 0.66
H 0.70 0.99 2.30
H 1.66 1.44 0.93
H 0.06 2.35 1.23
H 3.11 0.28 0.24
H 2.86 0.51 -1.56
H 3.57 -1.03 -0.95
```



4.
The following is a DFT calculation (wB97M-V/def2-TZVPD) of a molecular structure, C6H15NO at a distorted geometry.

For the HOMO-LUMO gap, the calculation gives 8.58 eV. As for the electronic energy: -9999.767 eV. The energy above the lowest of the compared OMol25 structures with the same formula, charge and spin comes out at 92.0 kcal per mole. The total charge is 0.

Structure (XYZ):
```
23
C6H15NO (wB97M-V/def2-TZVPD)
C -0.13 -0.74 0.16
C -0.65 1.09 0.69
C 2.04 0.04 -0.47
C 0.96 -2.19 -1.57
C -0.95 1.97 -0.50
C -1.82 0.86 1.60
N 0.72 -0.45 -0.83
O 0.37 -1.38 1.28
H -0.37 -1.70 1.82
H -1.09 -1.15 -0.19
H 0.24 1.41 1.23
H 1.98 1.11 -0.26
H 2.48 -0.48 0.39
H 2.69 -0.08 -1.33
H 0.00 -2.69 -1.70
H 1.42 -1.92 -2.52
H 1.62 -2.74 -0.90
H -2.23 1.82 1.96
H -1.76 1.54 -1.10
H -1.27 2.96 -0.18
H -0.08 2.09 -1.13
H -1.55 0.27 2.48
H -2.63 0.35 1.08
```



5.
The following is a DFT calculation (wB97M-V/def2-TZVPD) of 2 unconnected molecules or ions with the total composition C6H15NO at a distorted geometry.

For the HOMO-LUMO gap (alpha / beta), the calculation gives 8.79 / 2.85 eV. As for the electronic energy: -9992.166 eV. The multiplicity is 2. The energy above the lowest of the compared OMol25 structures with the same formula, charge and spin comes out at 70.9 kcal per mole. The total charge is +1.

Structure (XYZ):
```
23
C6H15NO (wB97M-V/def2-TZVPD)
C -2.28 0.47 0.15
C -1.97 -0.76 0.98
C -2.03 -0.79 2.33
C -1.42 -1.95 0.21
H -1.36 0.82 -0.32
H -2.72 1.29 0.75
H -3.00 0.23 -0.64
H -1.70 -1.67 2.94
H -2.15 0.14 2.86
H -1.31 -2.76 0.96
H -0.46 -1.80 -0.28
H -2.15 -2.30 -0.54
C 2.06 1.27 0.53
N 2.52 1.23 -0.83
C 1.68 0.36 -1.69
O 2.21 0.23 -3.01
H 1.08 1.75 0.52
H 2.73 1.93 1.08
H 1.97 0.31 1.08
H 3.45 0.80 -0.82
H 1.65 -0.61 -1.19
H 0.66 0.74 -1.79
H 2.55 1.07 -3.29
```



6.
The following is a DFT calculation (wB97M-V/def2-TZVPD) of a gas-phase ion, C6H15NO (charge +2) at a distorted geometry.

For the HOMO-LUMO gap, the calculation gives 11.60 eV. As for the electronic energy: -9981.119 eV. The total charge is +2.

Structure (XYZ):
```
23
C6H15NO (wB97M-V/def2-TZVPD)
C -2.34 -1.17 -0.55
C -3.10 0.92 0.34
C 2.55 -0.36 1.10
C 2.47 0.53 -1.11
C -0.74 0.33 0.35
C 0.43 -0.47 -0.28
N -2.07 -0.04 -0.03
O 1.66 0.26 0.11
H -1.61 -1.91 -0.64
H -3.23 -1.52 -0.92
H -2.61 1.36 1.14
H -4.13 0.60 0.49
H -3.39 1.74 -0.48
H 2.03 -1.03 1.66
H 3.32 -1.01 0.68
H 2.98 0.25 1.90
H 1.90 1.29 -1.53
H 3.38 0.69 -0.70
H 2.59 -0.34 -1.67
H -0.50 0.38 1.36
H -0.51 1.30 -0.06
H 0.56 -0.43 -1.41
H 0.34 -1.39 0.26
```



Which formula does entry 3 have?
C6H15NO



Copy entry 6 word for word.
The following is a DFT calculation (wB97M-V/def2-TZVPD) of a gas-phase ion, C6H15NO (charge +2) at a distorted geometry.

For the HOMO-LUMO gap, the calculation gives 11.60 eV. As for the electronic energy: -9981.119 eV. The total charge is +2.

Structure (XYZ):
```
23
C6H15NO (wB97M-V/def2-TZVPD)
C -2.34 -1.17 -0.55
C -3.10 0.92 0.34
C 2.55 -0.36 1.10
C 2.47 0.53 -1.11
C -0.74 0.33 0.35
C 0.43 -0.47 -0.28
N -2.07 -0.04 -0.03
O 1.66 0.26 0.11
H -1.61 -1.91 -0.64
H -3.23 -1.52 -0.92
H -2.61 1.36 1.14
H -4.13 0.60 0.49
H -3.39 1.74 -0.48
H 2.03 -1.03 1.66
H 3.32 -1.01 0.68
H 2.98 0.25 1.90
H 1.90 1.29 -1.53
H 3.38 0.69 -0.70
H 2.59 -0.34 -1.67
H -0.50 0.38 1.36
H -0.51 1.30 -0.06
H 0.56 -0.43 -1.41
H 0.34 -1.39 0.26
```



What is the electronic energy in the sixth record?
-9981.119 eV